Density functional theory data (wB97M-V/def2-TZVPD) for one molecule with the formula C3H4O2.

Geometry as XYZ:
```
9
Properties=species:S:1:pos:R:3:forces:R:3
C 1.128762 -0.429024 0.226313 0.054 0.107 0.075
C -0.089445 0.437692 0.128428 0.162 0.439 0.171
O -0.058613 1.557998 0.592913 -0.309 -0.190 -0.301
C -1.431531 0.009443 -0.461776 -0.196 -0.366 -0.153
O -1.769682 -1.129577 -0.655625 0.312 0.505 0.086
H 1.564454 -0.017426 1.137832 0.362 -0.648 0.075
H 1.832200 -0.180120 -0.575307 -0.233 -0.034 -0.071
H 0.964246 -1.511967 0.230062 -0.103 0.362 0.129
H -2.084323 0.889132 -0.631889 -0.050 -0.175 -0.012
```
Positions in Å, forces in eV/Å.

Output
Lowest unoccupied orbital energy, Eh: -0.0179
2S+1: 1
DFT total energy, eV: -7269.839
Gap between HOMO and LUMO, eV: 9.53
Energy above the lowest of the compared OMol25 structures with the same formula, charge and spin, kJ/mol: 81.7
Maximum force, eV Å⁻¹: 0.75
Charge: 0